Entry 1:
{"formula": "C16H45InN3Na4O9P", "method": "ωB97M-V with the def2-TZVPD basis set", "elements": ["In", "Na", "Na", "Na", "Na", "P", "O", "O", "O", "O", "C", "C", "C", "O", "C", "N", "H", "H", "H", "H", "H", "H", "H", "H", "H", "H", "H", "C", "C", "C", "O", "C", "N", "H", "H", "H", "H", "H", "H", "H", "H", "H", "H", "H", "C", "C", "C", "O", "C", "N", "H", "H", "H", "H", "H", "H", "H", "H", "H", "H", "H", "C", "C", "O", "H", "H", "H", "H", "H", "H", "C", "C", "O", "H", "H", "H", "H", "H", "H"], "coordinates": [[-1.660891, 0.286321, -5.364010], [2.117548, -0.192283, -3.533050], [-3.111232, -1.534487, -1.391086], [-0.858349, -3.399020, -3.169190], [-0.474208, 2.194582, -1.389417], [-0.492018, -0.751121, -2.258505], [0.673450, 0.050303, -1.799216], [-1.701390, 0.169575, -2.407850], [-0.603974, -2.008476, -1.396081], [-0.103494, -1.225807, -3.699998], [3.906269, 1.133174, -0.557992], [4.101882, -0.414382, -0.849544], [5.341310, -1.065530, -0.263680], [6.491155, -0.495309, -0.803264], [7.729372, -1.044890, -0.323661], [2.918335, -0.875995, -0.185875], [3.087590, 1.632017, -1.080075], [4.781973, 1.724090, -0.840236], [3.767317, 1.327898, 0.501403], [4.009615, -0.484470, -1.955589], [5.220620, -2.149833, -0.370645], [5.283677, -0.914239, 0.824201], [7.759755, -0.829850, 0.751670], [8.562707, -0.524154, -0.786680], [7.840282, -2.123513, -0.455271], [2.864781, -1.894864, -0.148553], [2.120128, -0.596807, -0.768135], [-5.144105, 3.946502, -1.384410], [-4.311061, 2.726259, -1.097195], [-4.670298, 1.952837, 0.174222], [-3.863961, 0.805967, 0.381515], [-3.762048, 0.513210, 1.772200], [-4.081416, 1.911508, -2.274470], [-4.538731, 4.672466, -1.934015], [-5.449883, 4.549337, -0.528870], [-6.010263, 3.672171, -1.986336], [-3.314332, 3.126585, -0.813028], [-5.688106, 1.553968, 0.088846], [-4.539710, 2.711455, 0.949116], [-4.724675, 0.475816, 2.282352], [-3.001010, 1.014056, 2.377580], [-3.399240, -0.516377, 1.863668], [-3.279524, 1.314021, -2.064151], [-3.590647, 2.514591, -2.936527], [1.226022, 2.081653, 1.857484], [-0.274233, 1.738523, 1.900979], [-1.058011, 3.065145, 1.878788], [-0.822014, 3.921642, 0.739654], [-1.400200, 5.233354, 0.741954], [-0.549614, 0.864204, 0.760616], [1.530067, 2.406559, 0.863275], [1.807076, 1.177414, 2.056953], [1.464034, 2.830025, 2.611007], [-0.586588, 1.195761, 2.797149], [-0.977131, 3.606260, 2.824897], [-2.140879, 2.891231, 1.845052], [-1.458870, 5.618399, -0.271731], [-0.924615, 5.957749, 1.408371], [-2.400104, 5.202177, 1.187124], [0.251502, 0.258886, 0.591224], [-1.236127, 0.210046, 1.132287], [3.061410, -4.777540, -0.292284], [1.724512, -4.076667, -0.274558], [1.471215, -3.519911, -1.550039], [3.957134, -4.323712, -0.710937], [2.893159, -5.756658, -0.745509], [3.317051, -5.074266, 0.729093], [1.756829, -3.233288, 0.426893], [0.947527, -4.766091, 0.067580], [0.858226, -2.774425, -1.453763], [-2.633765, -3.896823, 2.786805], [-1.754328, -3.761734, 1.553784], [-1.845265, -2.532091, 0.896683], [-2.179327, -3.249412, 3.542414], [-2.715179, -4.895782, 3.210516], [-3.669994, -3.571717, 2.674034], [-1.997658, -4.675230, 0.992182], [-0.697480, -3.822483, 1.845554], [-1.147583, -2.488499, 0.226301]], "forces_ev_per_a": [[0.2, -0.4, 0.4], [-0.2, -0.3, -0.2], [-0.1, 0.3, 0.8], [0.7, -0.6, -0.3], [0.0, -0.3, 0.5], [0.6, -0.3, -2.4], [2.7, 2.3, 1.3], [-1.3, -0.2, 0.4], [-1.9, 0.1, 0.1], [-0.6, -0.3, -0.8], [1.8, 0.7, -0.3], [-1.0, 2.9, 0.7], [-0.6, 0.3, 0.3], [0.1, -0.9, -0.1], [0.0, 0.7, 0.3], [0.0, -2.1, -1.8], [-0.3, -0.6, -0.2], [0.1, -0.2, -0.1], [0.0, -0.3, 0.1], [0.4, -0.5, 0.2], [0.6, -0.2, -0.4], [0.2, 0.1, 0.3], [0.1, -0.1, 0.2], [-0.3, 0.1, -0.2], [-0.4, -0.1, -0.1], [0.2, -0.2, 0.7], [-0.6, 0.5, 0.6], [-0.2, 0.5, -0.3], [0.4, -0.1, 0.3], [-0.1, 0.0, -0.9], [0.4, 0.7, 0.6], [0.2, -2.2, 0.3], [1.7, 0.4, 0.5], [-0.1, -0.2, -0.4], [-0.2, -0.5, 0.3], [-0.1, 0.2, 0.1], [0.4, 0.1, 0.2], [-0.4, 0.6, 0.2], [-0.4, -0.4, 0.5], [-0.1, 0.6, -0.1], [-0.2, 1.1, -0.4], [-0.1, -0.2, -0.4], [-0.5, -0.8, 0.2], [-1.0, 0.3, -0.7], [-0.3, -0.5, 0.6], [1.1, 1.2, -0.8], [-1.3, 0.8, -0.2], [0.6, -1.0, -0.1], [-0.8, 0.1, 1.0], [-0.5, -0.5, 0.5], [-0.2, 0.3, 0.0], [0.0, 0.0, 0.2], [0.2, 0.0, -0.1], [0.2, 0.4, 0.4], [0.6, 0.2, 0.0], [-0.2, -0.5, 0.0], [0.3, -0.1, 0.0], [0.8, -0.2, -0.2], [-0.2, -0.3, -0.3], [0.2, 0.3, -0.2], [-0.4, -0.1, -0.8], [-0.3, -1.7, 0.9], [1.1, 0.8, 0.3], [0.1, 0.0, -0.9], [-0.4, 0.5, -0.3], [0.4, 0.1, -0.5], [0.0, 0.2, 0.1], [-0.3, -0.2, 0.4], [-0.1, 0.0, -0.2], [-0.2, -0.2, 0.3], [0.2, 1.3, 0.6], [0.2, -1.8, 1.4], [-1.1, 0.8, -0.8], [-0.3, -0.1, 0.3], [0.5, -0.1, -0.3], [0.1, 0.1, -0.4], [0.2, 0.5, -0.9], [-0.1, -0.6, 0.2], [0.0, 0.1, 0.0]], "mol_weight_da": 661.3, "homo_ev": -18.82, "energy_ha": -2657.37974, "largest_force_ev_per_a": 3.8, "charge": 4, "lumo_ev": -17.0}

---

Entry 2:
{"formula": "C16H45Li4N8O25", "method": "ωB97M-V with the def2-TZVPD basis set", "elements": ["Li", "Li", "Li", "Li", "C", "C", "C", "O", "C", "C", "C", "O", "O", "O", "H", "H", "C", "C", "C", "O", "C", "C", "C", "O", "O", "O", "H", "H", "O", "H", "O", "H", "H", "O", "H", "H", "O", "H", "H", "O", "H", "H", "O", "H", "H", "O", "H", "H", "O", "H", "H", "O", "H", "H", "O", "H", "H", "O", "H", "H", "O", "H", "H", "O", "H", "H", "C", "O", "N", "N", "H", "H", "H", "H", "C", "O", "N", "N", "H", "H", "H", "H", "C", "O", "N", "N", "H", "H", "H", "H", "C", "O", "N", "N", "H", "H", "H", "H"], "coordinates": [[-32.223130, -12.711250, 2.145610], [-31.759020, -12.245900, -0.823930], [-29.780410, -11.970440, -2.701900], [-30.771730, -9.170050, -2.452260], [-30.081220, -10.045180, 2.447790], [-28.851610, -9.406910, 2.484750], [-28.044500, -9.217910, 1.181180], [-26.836590, -8.720050, 1.235780], [-28.491780, -9.603640, -0.020430], [-29.749270, -10.257830, -0.068250], [-30.655800, -10.530150, 1.196790], [-31.775180, -11.034390, 1.066250], [-30.129250, -10.695940, -1.120580], [-28.384130, -9.134690, 3.667250], [-30.568320, -10.328080, 3.369260], [-27.917710, -9.511910, -0.930610], [-31.384230, -10.306950, -6.212190], [-30.897470, -10.450580, -7.499530], [-30.051930, -11.621360, -7.885110], [-29.700240, -11.957070, -9.064220], [-29.764580, -12.534150, -6.946330], [-29.957500, -12.328300, -5.521800], [-30.787000, -11.040810, -5.082200], [-30.814420, -10.630650, -3.898640], [-29.579600, -13.079100, -4.638690], [-31.452880, -9.651770, -8.421900], [-32.052900, -9.510730, -5.920100], [-29.284590, -13.477370, -7.161610], [-32.322690, -13.693140, 0.440740], [-32.999560, -14.337160, 0.155050], [-32.972350, -11.177190, -1.942740], [-32.894630, -11.109340, -2.894360], [-33.876570, -10.923880, -1.757130], [-27.902390, -12.558210, -2.497720], [-27.367660, -13.319700, -2.722240], [-27.320980, -12.000730, -1.980600], [-23.815210, -8.728970, 1.727250], [-23.249990, -9.201130, 1.115850], [-24.698510, -8.847700, 1.378090], [-26.290290, -11.281800, -0.615930], [-26.470000, -10.449650, -0.178360], [-26.878160, -11.907420, -0.192570], [-26.695500, -5.683020, 2.451190], [-26.659350, -6.058840, 1.571590], [-26.590400, -6.432710, 3.036980], [-31.317710, -8.499490, 5.384950], [-30.569190, -8.631510, 4.803120], [-31.606020, -9.384160, 5.609600], [-30.513540, -13.479350, 3.451460], [-30.490120, -12.871940, 4.190880], [-30.296080, -14.330000, 3.832700], [-31.713070, -11.163490, 5.886380], [-31.292790, -11.837760, 6.420200], [-32.472160, -11.601070, 5.500980], [-28.046500, -6.093500, -1.654810], [-28.629830, -6.831440, -1.832040], [-27.490740, -6.394200, -0.935830], [-29.002170, -8.341840, -3.325940], [-28.216940, -8.577680, -3.819920], [-29.454840, -7.708470, -3.882860], [-28.565870, -11.925010, 5.646770], [-28.318970, -11.912480, 6.571500], [-28.696720, -11.004110, 5.420810], [-27.315350, -6.363920, 5.529610], [-27.622610, -7.249910, 5.337670], [-28.058130, -5.940230, 5.959720], [-35.168660, -10.126710, 0.501730], [-36.336670, -9.874650, 0.432980], [-34.654690, -11.354730, 0.557870], [-34.194020, -9.327510, 0.835840], [-35.259570, -12.142830, 0.739840], [-33.668470, -11.368030, 0.775370], [-33.295440, -9.699920, 1.107820], [-34.504430, -8.369710, 0.915680], [-31.367370, -6.900200, -0.377980], [-30.974600, -7.520640, -1.299360], [-31.683750, -5.589670, -0.439100], [-31.765430, -7.392170, 0.729550], [-31.375850, -5.184390, 0.433280], [-31.677020, -5.187200, -1.365430], [-32.178470, -6.819580, 1.451790], [-31.486410, -8.292240, 1.093040], [-24.873740, -8.438540, -2.944930], [-24.699870, -7.482110, -3.716540], [-24.489250, -8.494470, -1.701990], [-25.486330, -9.581710, -3.228180], [-24.019000, -7.712100, -1.269720], [-24.713500, -9.252870, -1.073790], [-26.172320, -9.426980, -3.953140], [-25.603100, -10.348250, -2.580970], [-24.592550, -9.392070, 5.240410], [-25.102720, -9.730190, 6.330600], [-25.183390, -8.947520, 4.189060], [-23.329090, -9.537260, 4.974060], [-24.664860, -8.856160, 3.327160], [-26.188880, -8.868810, 4.242830], [-22.900600, -8.995190, 4.237410], [-22.810910, -9.602050, 5.838570]], "forces_ev_per_a": [[0.6, -0.8, -1.0], [-0.7, -0.1, 1.2], [0.5, 0.3, -0.5], [0.4, -0.1, 0.2], [-2.4, -1.9, -3.3], [2.0, 0.3, 3.9], [5.1, 2.7, 2.3], [-2.4, -1.2, 0.5], [-3.6, -1.4, -0.8], [2.3, 1.6, 3.6], [3.9, 3.0, 2.7], [-1.3, -1.3, -0.6], [-2.8, -2.8, -4.9], [-0.6, -0.1, -3.7], [-0.1, 0.2, 0.1], [-0.2, 0.3, 0.0], [1.6, -1.8, 4.5], [-4.0, 4.0, -5.5], [0.2, 0.2, -4.3], [-0.8, 1.6, 1.5], [1.0, -2.4, 3.8], [-1.6, 1.9, 0.9], [0.1, 1.2, -4.4], [-0.2, -1.1, 1.2], [0.1, -0.2, 0.3], [3.2, -3.5, 3.4], [0.0, 0.2, -0.5], [0.1, 0.0, -0.5], [-0.5, 0.5, -0.1], [0.7, 0.5, 0.3], [0.3, 0.0, -0.2], [0.3, 0.0, -0.5], [-0.4, -0.1, 0.5], [-0.6, 0.0, 0.0], [-0.1, -0.3, -0.3], [0.5, 0.6, 0.4], [0.4, 0.1, -0.2], [0.3, -0.2, 0.0], [-0.8, 0.1, -0.1], [0.6, -0.6, -0.7], [-0.1, 0.5, 0.5], [0.0, -0.2, 0.6], [-0.1, 0.4, -0.2], [0.1, -0.2, -0.1], [0.0, -0.2, 0.3], [-0.2, 0.7, -0.1], [0.4, 0.0, -0.1], [0.0, -0.3, 0.2], [-0.9, 0.4, -0.5], [0.5, 0.4, 0.5], [0.1, -0.3, -0.1], [-0.1, -0.3, -0.3], [0.4, -0.1, 0.3], [-0.4, 0.0, 0.0], [0.0, 0.4, 0.0], [-0.2, -0.3, 0.0], [0.2, -0.1, 0.2], [-0.5, -0.3, 0.3], [0.2, -0.1, -0.1], [0.0, 0.5, -0.3], [-0.5, -0.5, -0.1], [0.3, 0.0, 0.2], [0.2, 0.5, -0.2], [0.3, 0.1, -0.1], [-0.1, -0.4, 0.0], [-0.2, 0.1, 0.1], [-0.8, -1.7, 2.1], [-1.8, 0.9, -1.1], [0.3, -3.2, -0.8], [1.3, 4.2, 0.0], [0.3, 0.1, -0.2], [-0.4, -1.0, -0.2], [-0.2, 0.7, 0.0], [0.8, 0.1, 0.2], [-1.9, 3.1, -0.2], [2.1, -3.5, -4.6], [0.2, 0.7, 0.0], [-0.9, -2.6, 5.4], [-0.2, 1.4, -0.7], [0.6, 0.6, 0.6], [0.1, 0.1, -0.3], [0.3, 0.0, -0.4], [0.5, 2.2, -1.5], [-0.5, -1.4, 0.9], [2.1, 1.2, 4.2], [-2.2, -1.8, -2.7], [0.0, -0.1, -0.3], [-0.1, 0.2, -0.4], [0.3, -0.8, -0.2], [-0.1, 0.4, -0.1], [-1.9, -1.3, 3.1], [0.2, 0.6, -1.1], [-3.8, 1.5, -2.2], [5.2, -0.8, 1.0], [-0.5, 0.1, 0.2], [0.0, 0.0, -0.6], [-0.1, -0.1, 0.2], [0.5, -0.2, -0.3]], "multiplicity": 2, "mol_weight_da": 777.3, "s_squared": 0.8067, "homo_ev": [-8.94, -8.94], "energy_ha": -2986.15686, "largest_force_ev_per_a": 7.8, "lumo_ev": [-1.9, -3.4]}

---

Entry 3:
{"formula": "C16H46N2O8", "method": "ωB97M-V with the def2-TZVPD basis set", "elements": ["C", "O", "C", "C", "N", "C", "C", "O", "C", "H", "H", "H", "H", "H", "H", "H", "H", "H", "H", "H", "H", "H", "H", "H", "C", "O", "C", "C", "N", "C", "C", "O", "C", "H", "H", "H", "H", "H", "H", "H", "H", "H", "H", "H", "H", "H", "H", "H", "C", "O", "H", "H", "H", "H", "C", "O", "H", "H", "H", "H", "C", "O", "H", "H", "H", "H", "C", "O", "H", "H", "H", "H"], "coordinates": [[-3.249326, -0.735211, -1.231801], [-2.421773, -1.482340, -2.043815], [-2.303548, -2.840350, -1.689058], [-1.390707, -3.551520, -2.763342], [0.075213, -3.456075, -2.608609], [0.510885, -2.211360, -3.169333], [2.042010, -2.292263, -3.100928], [2.497678, -1.981716, -1.757846], [3.925398, -2.248641, -1.555881], [-3.245365, 0.330316, -1.461460], [-2.928472, -0.826454, -0.194098], [-4.254015, -1.155628, -1.187713], [-3.282991, -3.290498, -1.527293], [-1.933995, -3.005898, -0.677069], [-1.785158, -3.225085, -3.725595], [-1.732372, -4.576299, -2.908865], [0.532437, -4.206396, -3.106675], [0.171702, -1.348646, -2.595933], [0.281394, -2.145878, -4.232885], [2.457345, -1.563125, -3.796592], [2.465246, -3.261526, -3.364577], [4.445943, -1.561995, -2.223447], [4.160585, -3.258202, -1.892902], [4.136982, -2.176278, -0.489057], [2.518841, -0.005379, 3.816782], [2.046993, 1.023825, 2.949307], [1.783595, 2.270954, 3.656532], [1.745920, 3.415827, 2.633558], [0.419932, 3.340974, 1.946529], [-0.208339, 4.592656, 1.565617], [-1.699412, 4.354953, 1.341155], [-2.259848, 3.427323, 2.246109], [-3.619708, 3.277420, 2.040836], [3.169010, 0.233378, 4.658434], [2.858504, -0.875524, 3.255039], [1.640999, -0.334607, 4.372747], [2.590556, 2.512849, 4.348198], [1.008317, 2.179320, 4.417207], [2.513569, 3.533453, 1.868720], [1.878884, 4.388134, 3.107938], [-0.310333, 2.869350, 2.460699], [0.137656, 5.132834, 0.684362], [-0.022341, 5.243051, 2.420294], [-1.787774, 3.824542, 0.393015], [-2.277893, 5.278057, 1.377818], [-3.934087, 2.445994, 2.671701], [-3.855141, 2.999453, 1.013511], [-4.219273, 4.157770, 2.272380], [1.608047, -4.294234, 0.724936], [1.284475, -2.927308, 0.665614], [1.020058, -4.665771, -0.114312], [2.678137, -4.345985, 0.524132], [1.266542, -4.739983, 1.659159], [1.390940, -2.527549, -0.200670], [0.661431, 0.722405, -0.448857], [1.541671, 1.850094, -0.477299], [1.212075, -0.199768, -0.634587], [0.366485, 0.639377, 0.597188], [-0.293604, 0.803597, -0.967908], [1.400833, 2.416149, 0.285154], [-1.027037, -1.176087, 2.311389], [-1.548907, -2.318160, 1.679119], [-1.516127, -1.154294, 3.285250], [0.030594, -1.280896, 2.553290], [-1.033097, -0.351537, 1.598524], [-0.915222, -2.612801, 1.020911], [-1.480144, 2.416406, -3.664263], [-0.472643, 1.824242, -4.505335], [-1.041223, 2.707957, -2.710090], [-2.073791, 3.178324, -4.169387], [-2.209814, 1.704789, -3.277896], [-0.143399, 1.115498, -3.947776]], "forces_ev_per_a": [[-0.4, -0.3, 1.6], [0.9, 0.2, -0.9], [1.0, -0.8, -0.2], [-1.6, -0.6, 0.4], [-2.5, 0.1, 0.6], [2.6, -0.7, 0.0], [0.6, 1.4, 0.8], [0.4, -0.5, -0.1], [-1.6, 0.0, -0.9], [0.0, -0.2, -0.5], [0.3, 0.1, 0.4], [-0.4, 0.2, -0.5], [-0.5, -0.2, -1.0], [0.8, 0.5, 0.1], [0.5, 1.0, -0.4], [0.4, -0.5, 1.0], [-0.2, -0.2, 0.0], [-0.2, -0.1, -0.2], [-0.5, 0.4, -0.2], [0.3, 0.2, -0.1], [-0.4, -0.3, -0.2], [0.5, 0.2, 0.5], [0.0, -0.2, 0.1], [0.0, 0.4, -0.2], [-1.7, -0.9, 0.8], [0.5, 1.9, 0.8], [2.3, -1.1, -0.8], [-1.5, -1.1, 0.1], [1.0, 2.8, 1.2], [-1.3, -0.1, -0.3], [-0.3, -0.9, -0.3], [1.9, 0.6, 0.9], [-1.5, -1.0, 0.0], [0.8, 0.8, -0.6], [0.2, 0.5, -0.2], [-0.3, -0.5, 0.0], [0.8, -0.1, -0.2], [-1.1, 0.2, -0.7], [0.4, -1.1, -0.1], [-0.7, 0.2, 0.4], [-0.4, -1.5, 0.1], [0.7, -0.4, -0.1], [0.0, 0.2, 0.3], [-0.1, 0.7, -0.7], [0.2, 0.2, -0.3], [-0.1, 0.2, 0.0], [0.2, 0.0, -0.3], [0.2, 0.2, 0.2], [-0.4, 0.7, -1.7], [-0.9, 1.8, 1.9], [0.4, -1.2, 0.0], [0.1, -0.9, 0.3], [0.3, 0.2, 0.0], [0.4, -0.6, -0.6], [0.0, 0.0, 2.2], [0.0, 0.2, -1.1], [0.0, 0.3, -0.6], [-0.2, -0.4, 0.1], [0.3, 0.3, -0.8], [-0.1, -0.4, -0.1], [0.8, -0.9, 0.0], [-0.3, -0.3, 0.0], [-0.4, 1.0, -0.3], [0.3, -0.3, 0.0], [-0.8, 0.7, 0.6], [0.5, -0.1, 0.0], [0.0, -0.8, 0.5], [-1.0, 0.4, 0.6], [0.3, 1.0, -0.1], [0.6, 0.2, -0.1], [-0.3, -0.6, -0.6], [0.4, -0.3, -0.3]], "multiplicity": 2, "mol_weight_da": 394.6, "relative_energy_kj_mol": 0.0, "s_squared": 0.7546, "homo_ev": [-11.15, -11.15], "energy_ha": -1348.08710, "largest_force_ev_per_a": 3.2, "charge": 1, "lumo_ev": [-2.5, -7.9]}